The following is a quantum chemistry calculation of a molecular structure, C11H20IrN3P2 in a non-equilibrium geometry, from OMol25.

The value obtained for the gap between HOMO and LUMO (alpha / beta) is 4.598 / 4.742 eV. The charge is +1. As for the LUMO energy (alpha / beta): -2.388 / -6.669 eV. The spin multiplicity is 6. For the relative energy (zero: lowest compared OMol25 entry of this formula, charge and spin), the calculation gives 71.3 kJ/mol. The value obtained for the molecular weight is 448.5 g/mol.

```
37
Properties=species:S:1:pos:R:3:mulliken_charge:R:1
C -3.48157 -2.01016 -1.40678 -0.516
C -2.94823 -1.53780 -2.69295 -0.388
C -2.79363 -0.15356 -2.60405 -0.224
C -3.22829 0.25802 -1.26134 -0.632
C -3.77560 -0.87716 -0.58419 -0.386
Ir -1.47385 -1.11979 -0.80872 0.723
P -0.25232 -2.96652 -0.31259 -0.316
H -3.76063 -3.04309 -1.18710 0.531
H -2.69016 -2.17214 -3.54225 0.382
H -2.39065 0.51053 -3.37017 0.395
H -4.24982 -0.88720 0.39744 0.386
H -3.27660 1.29094 -0.90894 0.482
H 1.13618 -2.91313 -0.58283 0.200
H -0.59587 -4.18365 -0.95254 0.140
H -0.23789 -3.38446 1.04102 0.126
C 1.60721 1.89861 2.31835 -0.789
N 1.38024 0.44685 2.20401 0.099
C 2.49713 -0.18920 1.47986 -0.778
N 2.68252 0.41793 0.14780 0.099
C 2.92563 1.86097 0.28489 -0.775
N 1.81368 2.51052 0.99331 0.108
C 0.58316 2.48014 0.19457 -0.975
P -0.05139 0.78911 -0.12392 0.321
C 0.08403 0.13137 1.57944 -0.732
C 1.54631 0.13246 -0.74937 -0.630
H 2.50482 2.08170 2.95012 0.282
H 0.75760 2.38589 2.84750 0.339
H 2.33288 -1.28625 1.39042 0.323
H 3.43238 -0.07056 2.07262 0.284
H 3.08075 2.32769 -0.71346 0.332
H 3.87018 2.02750 0.85004 0.281
H -0.20779 3.04757 0.72986 0.436
H 0.74501 2.99534 -0.77702 0.443
H -0.04710 -0.96479 1.57166 0.591
H -0.74791 0.54103 2.19082 0.258
H 1.73814 0.56225 -1.75578 0.322
H 1.49140 -0.93697 -0.90974 0.261
```

---

The following is a quantum chemistry calculation of 2 unconnected molecules or ions with the total composition CHFN2OS in a non-equilibrium geometry, from OMol25.

The value obtained for the gap between HOMO and LUMO (alpha / beta) is 8.379 / 8.293 eV. As for the LUMO energy (alpha / beta): -2.501 / -2.667 eV. For the relative energy (zero: lowest compared OMol25 entry of this formula, charge and spin), the calculation gives 662.9 kJ/mol. The value obtained for the molecular weight is 108.1 g/mol.

```
7
Properties=species:S:1:pos:R:3:mulliken_charge:R:1
C -1.65161 -0.41585 2.21205 0.325
N -1.97179 -0.52303 3.34075 -0.313
N 0.07978 0.40173 0.25815 -0.428
O -2.01114 -2.39208 -0.50209 -0.216
F -2.60602 0.50679 -0.00538 -0.255
S -1.20837 -0.34663 0.38542 0.610
H 0.49936 0.79304 -0.47208 0.277
```

---

The following is a quantum chemistry calculation of a molecular structure, C4H5NO, from OMol25.

The value obtained for the gap between HOMO and LUMO (alpha / beta) is 8.517 / 8.519 eV. As for the LUMO energy (alpha / beta): -0.654 / -0.653 eV. For the relative energy (zero: lowest compared OMol25 entry of this formula, charge and spin), the calculation gives 681.5 kJ/mol. The value obtained for the molecular weight is 83.1 g/mol.

```
11
Properties=species:S:1:pos:R:3:mulliken_charge:R:1
O 1.56262 -0.79088 -0.07659 -0.493
C 0.44139 -0.09509 0.31488 0.711
C -0.63913 0.43418 -0.58160 -0.733
C 0.44961 1.35804 -0.18943 -0.468
C -0.49401 -0.89979 1.07539 -0.020
N -1.35658 -1.63260 0.64900 -0.492
H 1.32256 -1.71580 -0.24960 0.345
H -1.29986 -1.02746 -0.52665 0.449
H -1.53309 0.73251 -0.03837 0.214
H 1.31939 1.43223 -0.83550 0.226
H 0.22711 2.20465 0.45846 0.261
```

---

The following is a quantum chemistry calculation of a molecular structure, C2H2BF8N2O15S4V in a non-equilibrium geometry, from OMol25.

The value obtained for the gap between HOMO and LUMO (alpha / beta) is 7.826 / 7.874 eV. The charge is -3. As for the LUMO energy (alpha / beta): 6.425 / 6.426 eV. The spin multiplicity is 2. The value obtained for the molecular weight is 636.0 g/mol.

```
35
Properties=species:S:1:pos:R:3:mulliken_charge:R:1
O 0.50535 -0.19529 2.16844 -0.063
V 0.30848 -0.52989 0.61574 1.747
B -2.51983 -2.27656 1.80111 0.135
F -3.28343 -2.93325 0.82560 -0.401
F -2.29984 -3.13950 2.87075 -0.384
F -1.22727 -1.92277 1.26018 -0.048
F -3.15068 -1.10728 2.24043 -0.380
N -1.86836 3.22226 -0.47253 -0.249
S -1.50990 4.19747 0.67830 1.046
O -0.60523 3.66610 1.66903 -0.587
O -2.55763 5.05601 1.16371 -0.658
F -0.56131 5.23327 -0.12399 -0.321
S -2.43687 1.95492 0.46478 0.860
O -3.49141 2.22960 1.39559 -0.590
O -1.47252 0.96163 0.79269 -0.501
F -3.20895 1.24782 -0.73488 -0.316
N 1.94785 -1.77391 0.46093 0.228
S 2.39660 -3.17013 1.02443 0.914
O 3.75234 -3.27994 1.48942 -0.605
O 1.74702 -4.30175 0.44098 -0.594
F 1.54679 -3.04418 2.40085 -0.286
S 3.17599 -1.63850 -0.74210 0.868
O 3.73331 -2.84344 -1.29740 -0.585
O 4.01924 -0.50790 -0.52776 -0.548
F 2.23600 -1.15339 -1.93608 -0.204
O -1.01977 -1.79858 -3.32115 -0.590
C -0.89125 -0.75431 -2.43108 0.572
O -0.44371 -1.09318 -1.28762 -0.507
O -1.17550 0.36266 -2.83545 -0.631
H -0.66432 -2.56480 -2.85134 0.329
O 1.08322 2.65851 -1.73816 -0.383
C 1.86770 2.10720 -0.76703 0.646
O 1.38436 1.15298 -0.09782 -0.383
O 2.99821 2.60203 -0.60932 -0.763
H 1.68534 3.37612 -1.98926 0.230
```

---

The following is a quantum chemistry calculation of a molecular structure, C3H5LuO4 in a non-equilibrium geometry, from OMol25.

The value obtained for the gap between HOMO and LUMO is 7.861 eV. The charge is +2. As for the LUMO energy: -10.958 eV. For the relative energy (zero: lowest compared OMol25 entry of this formula, charge and spin), the calculation gives 0.0 kJ/mol. The value obtained for the molecular weight is 280.0 g/mol.

```
13
Properties=species:S:1:pos:R:3:mulliken_charge:R:1
O -0.08895 -0.78493 0.34392 -0.315
C 0.39163 0.42481 0.47106 0.845
C -1.52749 -0.74027 0.24230 -0.228
O 1.53820 0.64126 0.87133 -0.621
O -0.52593 1.35389 0.47101 -0.254
C -1.83025 0.76233 0.28946 -0.245
Lu 3.66824 -0.07106 0.33874 2.028
H -1.93617 -1.29347 1.09365 0.279
H -1.82065 -1.21628 -0.69779 0.294
H -2.45962 1.05421 1.13460 0.283
H -2.24391 1.15065 -0.64642 0.299
O 3.56315 -0.85401 -1.55336 -0.712
H 3.27175 -0.42713 -2.35851 0.347
```

---

The following is a quantum chemistry calculation of a molecular structure, C43H39N2O8PSiSn, from OMol25.

The value obtained for the gap between HOMO and LUMO is 6.281 eV. The charge is -2. As for the LUMO energy: 4.145 eV. For the relative energy (zero: lowest compared OMol25 entry of this formula, charge and spin), the calculation gives 0.0 kJ/mol. The value obtained for the molecular weight is 889.6 g/mol.

```
95
Properties=species:S:1:pos:R:3:mulliken_charge:R:1
Sn 0.73262 -0.53257 2.01084 0.769
O 1.82573 -1.13393 6.04825 -0.703
C 1.75021 -0.82294 4.87359 0.411
O 0.98546 -1.39741 3.99804 -0.610
C 2.60998 0.36500 4.31195 0.448
O 3.47132 0.87547 5.00860 -0.708
O 2.29696 0.72488 3.11122 -0.281
O 0.51101 3.26314 2.83144 -0.424
N -0.47324 2.35667 3.19697 -0.189
C -1.57107 2.55313 2.59803 -0.801
C -1.92924 3.62665 1.62543 0.478
C -2.25582 4.89663 2.09782 -0.470
C -2.73414 5.86614 1.23266 -0.686
C -2.91156 5.56391 -0.11301 -0.691
C -2.56151 4.31050 -0.58660 -0.007
C -2.03865 3.33500 0.26188 -0.108
P -1.41934 1.66270 -0.28831 1.570
C -2.97233 1.14836 -1.14312 0.468
C -3.14141 1.03680 -2.51944 -0.221
C -4.34474 0.59213 -3.05329 -0.661
C -5.39622 0.24363 -2.21953 -0.473
C -5.23509 0.34256 -0.84356 -0.546
C -4.03521 0.78849 -0.31346 -0.597
C -0.33949 2.16908 -1.69189 0.565
C 0.14135 1.16257 -2.53799 -0.375
C 1.03296 1.46023 -3.55765 -0.685
C 1.49033 2.75919 -3.73868 -0.843
C 1.06231 3.75400 -2.87285 -0.604
C 0.16098 3.46031 -1.85794 -0.775
H 1.32611 2.78016 3.06483 0.357
H -2.33038 1.81120 2.83059 0.270
H -2.13248 5.11449 3.15171 0.456
H -2.97649 6.85349 1.60759 0.366
H -3.31493 6.30751 -0.79049 0.410
H -2.68936 4.07625 -1.63810 0.405
H -2.32457 1.28549 -3.18462 0.298
H -4.45389 0.50722 -4.12849 0.390
H -6.32837 -0.11840 -2.63638 0.347
H -6.03953 0.05155 -0.17890 0.394
H -3.90265 0.82115 0.76216 0.181
H -0.17016 0.13919 -2.36420 0.405
H 1.39461 0.66047 -4.19260 0.454
H 2.18956 2.98902 -4.53401 0.342
H 1.43990 4.76486 -2.97423 0.385
H -0.13288 4.25147 -1.17954 0.348
C 2.55224 -4.97896 2.16385 -1.297
Si 1.24735 -3.87691 1.35569 0.504
C -0.20617 -3.83152 2.52651 -1.090
C 0.59950 -4.77219 -0.18273 -0.943
N 1.83309 -2.29234 0.99183 0.551
C 2.68884 -2.07801 -0.05058 0.723
C 3.31618 -3.12558 -0.77485 -0.431
C 4.12901 -2.91656 -1.87409 -0.966
C 4.38750 -1.63169 -2.33158 -1.040
C 3.83378 -0.57216 -1.62620 0.158
C 3.05209 -0.78915 -0.51015 -1.077
O 2.51603 0.30746 0.15559 1.143
C 3.35108 1.35215 0.47049 -0.487
C 4.67156 1.16848 0.85188 -0.021
C 5.43541 2.27295 1.19313 -0.776
C 4.89375 3.55164 1.15966 -0.585
C 3.56499 3.71608 0.79201 -1.007
C 2.79341 2.61922 0.44538 -0.061
H 2.10859 -5.92810 2.47865 0.335
H 2.94382 -4.47713 3.05249 0.290
H 3.39644 -5.19860 1.50581 0.322
H -0.53466 -4.85639 2.72716 0.472
H -1.04726 -3.28334 2.09230 0.186
H 0.04131 -3.35562 3.47439 0.312
H -0.11470 -5.54675 0.11080 0.369
H 1.37679 -5.24006 -0.78957 0.431
H 0.07038 -4.05572 -0.81815 0.123
H 3.15034 -4.13950 -0.44117 0.145
H 4.56866 -3.77243 -2.37523 0.369
H 4.99966 -1.45287 -3.20640 0.368
H 4.01321 0.45126 -1.93406 0.502
H 5.08323 0.16938 0.90245 0.481
H 6.46210 2.12715 1.50629 0.369
H 5.49790 4.40814 1.43206 0.354
H 3.11480 4.70184 0.78016 0.443
H 1.75164 2.72414 0.17592 0.652
O -0.94807 -1.02981 -0.81725 -0.318
C -1.79068 -1.57215 -0.06266 0.473
O -1.96706 -1.33105 1.15425 -0.859
C -2.71959 -2.59854 -0.70066 0.426
C -2.73490 -2.77008 -2.07902 -0.101
C -3.61300 -3.67080 -2.66659 -0.713
C -4.47812 -4.41534 -1.87493 -0.390
C -4.45832 -4.25603 -0.49429 -0.700
C -3.58526 -3.34773 0.08788 -0.512
H -2.04536 -2.18305 -2.67248 0.283
H -3.62296 -3.79450 -3.74371 0.391
H -5.16551 -5.11849 -2.33204 0.361
H -5.12628 -4.84113 0.12787 0.395
H -3.55348 -3.19507 1.15920 0.383
```

---

The following is a quantum chemistry calculation of a gas-phase ion, C4H11N2S (charge -1) in a non-equilibrium geometry, from OMol25.

The value obtained for the gap between HOMO and LUMO is 6.530 eV. The charge is -1. As for the LUMO energy: 3.987 eV. As for the SMILES: NCNCCC[S-]. For the relative energy (zero: lowest compared OMol25 entry of this formula, charge and spin), the calculation gives 169.8 kJ/mol. The value obtained for the molecular weight is 119.2 g/mol.

```
18
Properties=species:S:1:pos:R:3:mulliken_charge:R:1
N -1.26936 -1.00158 1.02724 -0.601
C -0.26067 -0.20823 1.74285 -0.284
N -0.16258 1.16634 1.17015 -0.532
C 0.72524 1.34777 0.07054 -0.581
C 0.08733 0.65006 -1.17223 -0.479
C 0.55575 -0.74972 -1.48072 -0.989
S -0.79672 -1.83098 -2.09254 -0.664
H -0.99553 -1.23504 0.08198 0.085
H -1.27578 -1.97494 1.43044 0.231
H 0.66959 -0.72329 1.46202 0.268
H -0.49177 -0.30056 2.80587 0.302
H -1.11289 1.48820 0.77522 0.324
H 1.78566 1.00815 0.01900 0.333
H 0.79625 2.45735 -0.07332 0.302
H -1.00671 0.67057 -0.92163 0.290
H 0.21705 1.34871 -1.98463 0.450
H 1.08732 -1.27911 -0.66743 0.241
H 1.44783 -0.83372 -2.19282 0.305
```

---

What total energy values result from the calculations? In sequence: -1381.8793 -721.2080 -285.1550 -4676.4645 -1653.1771 -3218.7641 -666.6819 Eh.